This record from the OMol25 dataset describes a structure of composition C47H62N3P2SSiW. The level of theory is ωB97M-V/def2-TZVPD.

Geometry as ORCA input:
```
! RIJCOSX wB97M-V def2-TZVPD def2/J DEFGRID3
* xyz 3 3
W 0.280 0.393 0.803
C -2.225 3.361 1.893
Si -1.781 1.712 1.198
C -3.159 0.487 1.462
C -4.393 0.942 1.940
C -5.490 0.093 2.023
C -5.366 -1.230 1.626
C -4.144 -1.708 1.171
C -3.035 -0.868 1.093
P -1.426 -1.550 0.584
C -1.523 -2.417 -1.032
C -2.143 -3.830 -1.032
C -2.598 -4.228 -2.451
C -1.709 -3.595 -3.517
C -1.863 -2.063 -3.505
C -2.167 -1.515 -2.094
C -0.789 -2.683 1.889
C -0.283 -1.847 3.092
C -1.289 -1.637 4.222
C -1.874 -2.972 4.676
C -2.590 -3.634 3.503
C -1.620 -3.904 2.351
C -1.613 1.805 -0.732
C -2.890 1.714 -1.316
C -3.088 2.048 -2.641
C -2.005 2.391 -3.449
C -0.728 2.434 -2.915
C -0.529 2.184 -1.562
P 1.102 2.091 -0.829
C 1.896 3.685 -0.385
C 1.060 4.566 0.566
C -0.025 5.375 -0.151
C 0.597 6.238 -1.248
C 1.325 5.359 -2.267
C 2.399 4.500 -1.594
C 2.196 1.235 -2.028
C 1.579 -0.123 -2.424
C 2.495 -0.922 -3.349
C 3.899 -1.080 -2.776
C 4.504 0.277 -2.424
C 3.613 1.054 -1.453
H -3.071 3.740 1.310
H -1.427 4.104 1.815
H -2.544 3.283 2.940
H -4.515 1.980 2.237
H -6.440 0.466 2.389
H -6.217 -1.899 1.681
H -4.066 -2.752 0.896
H -0.467 -2.509 -1.308
H -2.998 -3.893 -0.361
H -1.405 -4.547 -0.666
H -3.636 -3.920 -2.611
H -2.583 -5.314 -2.532
H -1.958 -3.986 -4.502
H -0.665 -3.877 -3.333
H -2.675 -1.769 -4.174
H -0.954 -1.596 -3.896
H -3.245 -1.472 -1.913
H -1.794 -0.498 -2.011
H 0.090 -3.079 1.379
H 0.036 -0.860 2.741
H 0.625 -2.314 3.484
H -2.102 -0.982 3.889
H -0.783 -1.132 5.048
H -2.558 -2.819 5.510
H -1.068 -3.620 5.038
H -3.400 -2.975 3.183
H -3.049 -4.577 3.803
H -2.125 -4.374 1.511
H -0.886 -4.637 2.700
H -3.745 1.405 -0.721
H -4.089 2.019 -3.056
H -2.160 2.621 -4.497
H 0.110 2.674 -3.559
H 2.768 3.312 0.164
H 1.755 5.266 1.041
H 0.631 3.960 1.364
H -0.561 5.994 0.573
H -0.763 4.704 -0.603
H 1.310 6.937 -0.798
H -0.167 6.839 -1.739
H 1.801 5.970 -3.034
H 0.591 4.730 -2.781
H 3.167 5.167 -1.189
H 2.908 3.869 -2.323
H 2.251 1.874 -2.915
H 0.607 0.022 -2.897
H 1.403 -0.710 -1.514
H 2.551 -0.399 -4.311
H 2.048 -1.899 -3.555
H 4.532 -1.602 -3.494
H 3.864 -1.704 -1.872
H 4.641 0.872 -3.336
H 5.493 0.152 -1.982
H 4.064 2.023 -1.234
H 3.550 0.504 -0.504
N 3.955 -0.913 2.408
C 3.870 -2.000 1.525
C 4.733 -3.065 1.294
C 4.332 -3.977 0.341
C 3.121 -3.824 -0.358
C 2.280 -2.756 -0.123
C 2.673 -1.837 0.844
N 2.064 -0.655 1.327
C 2.880 -0.159 2.249
C 2.457 1.031 2.954
C 2.965 1.664 4.030
S 1.913 2.916 4.502
C 0.858 2.533 3.243
N 1.252 1.539 2.487
H 4.711 -0.737 3.053
H 5.670 -3.175 1.828
H 4.968 -4.827 0.120
H 2.847 -4.562 -1.101
H 1.362 -2.639 -0.684
H 3.877 1.456 4.576
H -0.064 3.078 3.088
*
```

Relative energy (zero: lowest compared OMol25 entry of this formula, charge and spin) ... 5.04 kcal per mole
HOMO energy (spin up / spin down) ... -0.592 / -0.601 Eh
Kohn-Sham gap (spin up / spin down) ... 6.82 / 7.15 eV

This record from the OMol25 dataset describes a structure of composition C27H39AsCrGeN8O2 in a non-equilibrium geometry. The level of theory is ωB97M-V/def2-TZVPD.

Geometry as ORCA input:
```
! RIJCOSX wB97M-V def2-TZVPD def2/J DEFGRID3
* xyz 0 5
Cr 0.537 0.021 -0.457
O -5.241 -3.303 1.320
C -4.841 -3.220 -0.028
C -3.595 -2.392 -0.158
C -2.940 -2.312 -1.411
C -1.797 -1.549 -1.498
N -1.255 -0.894 -0.480
C -1.874 -0.963 0.752
C -3.069 -1.707 0.901
C -1.182 -0.311 1.797
C -1.719 -0.019 3.072
C -0.955 0.609 4.020
C -1.521 1.016 5.358
O -2.757 0.424 5.679
C 0.389 0.921 3.702
C 0.851 0.627 2.437
N 0.116 0.053 1.491
H -6.031 -3.847 1.376
H -5.632 -2.754 -0.639
H -4.659 -4.227 -0.439
H -3.320 -2.838 -2.272
H -1.274 -1.462 -2.442
H -3.549 -1.767 1.862
H -2.756 -0.245 3.268
H -1.708 2.098 5.351
H -0.779 0.811 6.147
H -2.657 -0.535 5.642
H 1.031 1.392 4.429
H 1.877 0.851 2.159
N 1.639 4.624 -0.304
C 2.327 3.465 -0.247
N 3.539 3.498 0.254
C 4.086 2.283 0.540
N 5.159 2.290 1.381
N 3.641 1.140 0.109
C 2.501 1.141 -0.658
N 1.696 2.343 -0.680
C 2.429 0.203 -1.710
C 3.543 -0.621 -2.053
C 3.445 -1.468 -3.119
C 2.235 -1.521 -3.845
C 1.171 -0.777 -3.397
N 1.219 0.038 -2.340
H 2.151 5.462 -0.097
H 0.815 4.673 -0.880
H 5.660 3.160 1.452
H 5.702 1.443 1.396
H 4.448 -0.504 -1.477
H 4.288 -2.066 -3.435
H 2.153 -2.139 -4.724
H 0.213 -0.818 -3.903
C -0.909 2.535 -3.521
Ge -1.137 2.840 -1.568
C -2.828 2.010 -0.932
C -1.484 4.827 -1.368
C 0.285 2.077 -0.415
H -1.685 3.060 -4.071
H -0.975 1.477 -3.747
H 0.056 2.899 -3.863
H -3.688 2.555 -1.308
H -2.866 2.022 0.155
H -2.905 0.979 -1.259
H -2.549 4.994 -1.494
H -0.971 5.407 -2.133
H -1.204 5.200 -0.387
H 0.051 2.453 0.597
C 0.625 -4.052 -1.244
As 1.320 -2.534 -0.183
C 3.143 -3.237 0.123
C 0.610 -3.115 1.548
H 0.884 -5.003 -0.774
H 1.040 -4.025 -2.252
H -0.460 -3.968 -1.312
H 3.099 -4.173 0.682
H 3.708 -2.501 0.696
H 3.657 -3.407 -0.824
H 0.912 -4.139 1.772
H -0.477 -3.052 1.554
H 0.992 -2.457 2.328
*
```

Relative energy (zero: lowest compared OMol25 entry of this formula, charge and spin) ... 6.60 kcal per mole
HOMO energy (spin up / spin down) ... -0.186 / -0.221 Eh
Kohn-Sham gap (spin up / spin down) ... 5.63 / 5.96 eV

This record from the OMol25 dataset describes a structure of composition C2H2ClIO2S in a non-equilibrium geometry. The level of theory is ωB97M-V/def2-TZVPD.

Geometry as ORCA input:
```
! RIJCOSX wB97M-V def2-TZVPD def2/J DEFGRID3
* xyz 0 1
C -1.160 -0.883 -0.390
C 0.065 -0.781 0.075
O 1.988 0.964 -0.277
O 0.563 1.099 1.828
S 0.747 0.955 0.417
Cl -0.385 2.519 -0.320
I 1.543 -2.119 0.330
H -1.727 -1.753 -0.922
H -1.633 -0.001 -0.740
*
```

Relative energy (zero: lowest compared OMol25 entry of this formula, charge and spin) ... 20.71 kcal per mole
HOMO energy ... -0.366 Eh
Kohn-Sham gap ... 9.19 eV

This record from the OMol25 dataset describes a cluster of 2 separate species, C24H26F3NO5 in total in a non-equilibrium geometry. The level of theory is ωB97M-V/def2-TZVPD.

Geometry as ORCA input:
```
! RIJCOSX wB97M-V def2-TZVPD def2/J DEFGRID3
* xyz 0 1
C -1.319 6.149 -0.378
O -1.424 5.555 0.895
C -2.093 4.310 0.901
C -1.809 3.571 2.192
C -2.362 2.134 2.114
C -1.328 1.172 1.519
C -1.939 -0.098 0.887
C -1.495 -0.319 -0.552
C -0.010 -0.699 -0.695
C 0.677 0.038 -1.851
C 2.168 -0.141 -1.906
C 2.756 -0.752 -3.009
C 4.131 -0.983 -3.100
C 4.980 -0.618 -2.066
C 6.458 -0.889 -2.165
F 7.183 0.239 -2.112
F 6.879 -1.704 -1.186
F 6.764 -1.495 -3.334
C 4.412 0.019 -0.969
C 3.049 0.265 -0.903
C 2.782 1.029 0.344
O 1.754 1.518 0.720
N 4.005 1.118 1.074
C 5.048 0.546 0.277
O 6.193 0.502 0.614
H -0.306 6.037 -0.775
H -1.550 7.213 -0.305
H -2.016 5.706 -1.095
H -1.765 3.698 0.050
H -3.176 4.466 0.804
H -0.726 3.504 2.317
H -2.219 4.118 3.040
H -2.612 1.824 3.130
H -3.278 2.126 1.517
H -0.619 0.901 2.301
H -0.781 1.711 0.741
H -3.028 0.021 0.887
H -1.733 -0.977 1.502
H -1.689 0.603 -1.111
H -2.099 -1.106 -1.009
H 0.512 -0.553 0.251
H 0.053 -1.764 -0.916
H 0.286 -0.415 -2.767
H 0.397 1.092 -1.893
H 2.126 -1.075 -3.828
H 4.526 -1.456 -3.988
H 4.222 2.089 1.281
C -3.328 -4.433 -0.324
C -4.383 -5.118 0.108
C -4.470 -5.594 1.513
O -5.430 -6.219 1.906
C -3.336 -5.273 2.416
C -2.281 -4.588 1.984
C -2.195 -4.114 0.580
O -1.236 -3.485 0.187
H -3.242 -4.075 -1.342
H -5.222 -5.362 -0.531
H -3.422 -5.629 3.435
H -1.442 -4.341 2.622
*
```

Relative energy (zero: lowest compared OMol25 entry of this formula, charge and spin) ... 0.00 kcal per mole
HOMO energy ... -0.353 Eh
Kohn-Sham gap ... 7.90 eV

Q: What is the relative energy (zero: lowest compared OMol25 entry of this formula, charge and spin) in the fourth record?
A: 0.00 kcal per mole

Q: What is the relative energy (zero: lowest compared OMol25 entry of this formula, charge and spin) in the second record?
A: 6.60 kcal per mole

Q: Number 1 is which compound?
A: C47H62N3P2SSiW